w.
The following is a DFT calculation (ωB97M-V with the def2-TZVPD basis set) of the molecule C20H18N4O3.

The SMILES is COc1cccc(Cn2c(=O)c3[nH]cnc3n(-c3ccccc3C)c2=O)c1. Its multiplicity is 1. The charge is 0. The HOMO energy comes out at -8.4 eV. As for the HOMO-LUMO gap: 9.05 eV.

Geometry (Å):
1 C 0.15 -2.99 -5.72
2 H -0.85 -2.54 -5.75
3 O 0.71 -2.91 -4.44
4 C 0.95 -1.68 -3.91
5 C 1.54 -1.67 -2.64
6 C 1.82 -0.47 -2.01
7 C 1.51 0.73 -2.63
8 C 0.93 0.72 -3.88
9 C 0.65 -0.47 -4.53
10 H 0.20 -0.45 -5.51
11 H 0.69 1.65 -4.37
12 H 1.72 1.67 -2.13
13 C 2.42 -0.48 -0.63
14 N 1.37 -0.60 0.38
15 C 0.76 0.59 0.77
16 O 1.15 1.66 0.35
17 N -0.29 0.51 1.67
18 C -0.67 -0.71 2.15
19 C -0.02 -1.87 1.76
20 N -0.67 -2.88 2.42
21 C -1.64 -2.29 3.15
22 N -1.67 -0.99 3.02
23 H -2.31 -2.84 3.79
24 H -0.44 -3.86 2.35
25 C 1.06 -1.89 0.82
26 O 1.67 -2.87 0.44
27 C -0.99 1.70 2.03
28 C -1.67 2.39 1.03
29 C -2.36 3.54 1.34
30 C -2.36 4.01 2.65
31 C -1.67 3.32 3.63
32 C -0.96 2.16 3.34
33 C -0.21 1.44 4.41
34 H -0.09 2.06 5.29
35 H 0.78 1.14 4.05
36 H -0.75 0.53 4.69
37 H -1.67 3.70 4.64
38 H -2.90 4.91 2.90
39 H -2.89 4.08 0.57
40 H -1.65 2.01 0.02
41 H 2.96 0.45 -0.43
42 H 3.08 -1.34 -0.50
43 H 1.76 -2.61 -2.17
44 H 0.78 -2.52 -6.48
45 H 0.06 -4.06 -5.94

x.
The following is a DFT calculation (ωB97M-V with the def2-TZVPD basis set) of the molecule C20H18N4O3.

The SMILES is COc1cncc(-c2ccc3nc(-c4cnc([C@@H]5CCOC5)[nH]4)oc3c2)c1. Its multiplicity is 1. The charge is 0. The HOMO energy comes out at -8.3 eV. As for the HOMO-LUMO gap: 8.26 eV.

Geometry (Å):
1 N 0.88 -1.91 -1.04
2 N -1.77 -5.21 0.18
3 N 0.90 5.94 -0.29
4 O -0.34 -0.57 0.40
5 O 3.23 6.48 -3.13
6 O -2.10 -4.53 4.72
7 C -0.08 -1.85 -0.13
8 C -2.01 -4.62 1.27
9 C -0.97 -4.29 -0.53
10 C -0.72 -3.18 0.20
11 C 1.55 6.55 -1.32
12 C 0.93 4.58 -0.26
13 C 2.14 0.01 -1.93
14 C 2.40 4.45 -2.18
15 C 2.29 1.38 -1.89
16 C 0.52 1.54 -0.41
17 C 1.28 -0.57 -1.03
18 C 2.42 5.85 -2.27
19 C 0.52 0.21 -0.23
20 C 1.61 3.76 -1.25
21 C 1.39 2.23 -1.26
22 N -1.43 -3.44 1.43
23 C 2.81 6.89 -4.47
24 C -3.27 -3.85 4.42
25 C -1.69 -5.37 3.61
26 C -3.73 -4.46 2.95
27 C -2.59 -5.31 2.42
28 H -0.47 -4.42 -1.48
29 H 1.54 7.59 -1.36
30 H 0.21 4.05 0.46
31 H 2.81 -0.62 -2.58
32 H 3.04 3.86 -2.78
33 H 3.14 1.76 -2.39
34 H -0.26 2.02 0.20
35 H -1.37 -2.87 2.25
36 H 3.65 7.26 -5.10
37 H 2.08 7.61 -4.41
38 H 2.48 6.03 -5.11
39 H -4.09 -3.95 5.22
40 H -2.98 -2.77 4.42
41 H -1.69 -6.42 3.84
42 H -0.63 -5.05 3.40
43 H -4.68 -5.02 3.17
44 H -4.05 -3.54 2.26
45 H -2.89 -6.23 2.02

The relative energies come out as w 0.000; x 5.541, with values in eV.

w.
The following is a DFT calculation (ωB97M-V with the def2-TZVPD basis set) of a structure of composition C40H33IN4O5PV.

Its multiplicity is 4. The charge is -1. The HOMO energy (spin up / spin down) comes out at -2.7 / -5.7 eV. The expectation value of S² is 3.78. As for the HOMO-LUMO gap (spin up / spin down): 4.58 / 7.50 eV.

Geometry (Å):
1 V -1.21 -1.13 2.02
2 N -1.77 1.30 1.11
3 C -1.27 2.33 2.01
4 C -0.61 1.73 3.23
5 O -0.17 2.50 4.10
6 N -0.48 0.41 3.20
7 C 0.21 -0.16 4.34
8 C -0.01 -1.66 4.45
9 O 0.62 -2.33 5.24
10 O -0.94 -2.15 3.65
11 H -1.82 1.64 0.15
12 H -2.69 0.96 1.37
13 H -2.04 3.02 2.37
14 H -0.52 2.93 1.51
15 H -0.12 0.28 5.29
16 H 1.29 0.02 4.31
17 C -2.89 -4.98 0.50
18 C -2.79 -3.66 0.90
19 N -1.63 -3.04 1.04
20 C -0.48 -3.73 0.77
21 C -0.50 -5.08 0.35
22 C -1.73 -5.70 0.22
23 C 0.76 -5.71 0.06
24 C 1.92 -5.02 0.16
25 C 1.96 -3.64 0.57
26 C 3.12 -2.88 0.67
27 C 3.03 -1.54 1.08
28 C 1.80 -1.00 1.37
29 N 0.65 -1.70 1.28
30 C 0.73 -3.02 0.89
31 H -3.87 -5.44 0.41
32 H -3.67 -3.06 1.12
33 H -1.78 -6.73 -0.09
34 H 0.76 -6.75 -0.25
35 H 2.87 -5.51 -0.06
36 H 4.08 -3.33 0.43
37 H 3.91 -0.93 1.17
38 H 1.68 0.01 1.72
39 I -1.76 -0.93 -1.30
40 C -2.21 0.85 -2.31
41 C -3.56 1.11 -2.38
42 C -4.07 2.11 -3.22
43 C -3.23 2.79 -4.05
44 C -1.84 2.56 -4.00
45 C -0.99 3.24 -4.92
46 C 0.36 3.06 -4.89
47 C 0.92 2.28 -3.87
48 C 0.15 1.62 -2.94
49 P 0.98 1.05 -1.39
50 C 2.61 0.49 -2.03
51 C 3.76 1.27 -2.12
52 C 4.94 0.72 -2.59
53 C 4.98 -0.60 -3.01
54 C 3.84 -1.38 -2.93
55 C 2.66 -0.84 -2.43
56 C 1.33 2.68 -0.63
57 C 0.65 3.85 -0.97
58 C 0.76 4.98 -0.18
59 C 1.54 4.97 0.97
60 C 2.23 3.81 1.32
61 C 2.12 2.68 0.53
62 C -1.28 1.65 -3.05
63 H -4.24 0.51 -1.80
64 H -5.14 2.29 -3.24
65 H -3.61 3.51 -4.77
66 H -1.46 3.90 -5.64
67 H 1.00 3.56 -5.60
68 H 2.00 2.25 -3.77
69 H 3.73 2.31 -1.79
70 H 5.83 1.34 -2.65
71 H 5.90 -1.02 -3.38
72 H 3.86 -2.42 -3.23
73 H 1.78 -1.46 -2.33
74 H 0.01 3.87 -1.84
75 H 0.21 5.88 -0.45
76 H 1.60 5.85 1.60
77 H 2.81 3.78 2.22
78 H 2.63 1.77 0.83
79 C -3.95 -0.99 4.31
80 C -4.20 -1.08 2.81
81 O -5.29 -1.39 2.36
82 O -3.18 -0.78 2.07
83 H -4.88 -1.11 4.86
84 H -3.48 -0.04 4.55
85 H -3.24 -1.77 4.58

x.
The following is a DFT calculation (ωB97M-V with the def2-TZVPD basis set) of a structure of composition C40H33IN4O5PV.

Its multiplicity is 4. The charge is -1. The HOMO energy (spin up / spin down) comes out at -2.7 / -5.4 eV. The expectation value of S² is 3.78. As for the HOMO-LUMO gap (spin up / spin down): 4.72 / 7.47 eV.

Geometry (Å):
1 V -1.23 0.73 -1.89
2 N -0.93 -1.40 -1.54
3 C -2.27 -2.02 -1.51
4 C -3.12 -1.39 -2.61
5 O -3.90 -2.08 -3.25
6 N -2.83 -0.08 -2.78
7 C -3.02 0.47 -4.10
8 C -1.62 0.74 -4.69
9 O -1.48 1.08 -5.85
10 O -0.66 0.61 -3.82
11 H -0.34 -1.64 -0.75
12 H -0.44 -1.67 -2.38
13 H -2.24 -3.10 -1.68
14 H -2.72 -1.85 -0.53
15 H -3.59 -0.19 -4.76
16 H -3.54 1.43 -4.07
17 C -3.13 0.60 2.10
18 C -2.35 0.28 1.01
19 N -2.27 1.03 -0.10
20 C -2.96 2.23 -0.10
21 C -3.81 2.61 0.97
22 C -3.91 1.77 2.07
23 C -4.51 3.87 0.86
24 C -4.32 4.70 -0.18
25 C -3.42 4.36 -1.24
26 C -3.12 5.20 -2.31
27 C -2.21 4.79 -3.28
28 C -1.62 3.54 -3.16
29 N -1.88 2.71 -2.16
30 C -2.76 3.11 -1.18
31 H -3.13 -0.06 2.96
32 H -1.74 -0.62 1.03
33 H -4.55 2.04 2.90
34 H -5.18 4.14 1.67
35 H -4.85 5.65 -0.24
36 H -3.61 6.16 -2.38
37 H -1.96 5.42 -4.12
38 H -0.91 3.17 -3.90
39 I 2.69 -0.58 -1.99
40 C 3.53 -2.45 -1.53
41 C 4.15 -3.06 -2.59
42 C 4.89 -4.25 -2.44
43 C 5.02 -4.80 -1.20
44 C 4.39 -4.21 -0.08
45 C 4.59 -4.80 1.19
46 C 4.00 -4.29 2.30
47 C 3.11 -3.21 2.16
48 C 2.86 -2.59 0.96
49 P 1.46 -1.38 0.93
50 C 0.39 -2.02 2.29
51 C 0.33 -1.50 3.58
52 C -0.60 -1.99 4.49
53 C -1.46 -3.02 4.14
54 C -1.41 -3.55 2.85
55 C -0.50 -3.04 1.94
56 C 2.15 0.10 1.73
57 C 3.51 0.29 1.94
58 C 3.97 1.45 2.56
59 C 3.07 2.42 2.98
60 C 1.71 2.23 2.76
61 C 1.25 1.09 2.13
62 C 3.56 -3.05 -0.22
63 H 4.10 -2.60 -3.56
64 H 5.36 -4.70 -3.30
65 H 5.62 -5.69 -1.04
66 H 5.24 -5.67 1.25
67 H 4.16 -4.73 3.28
68 H 2.59 -2.86 3.05
69 H 0.99 -0.70 3.87
70 H -0.64 -1.57 5.49
71 H -2.18 -3.39 4.85
72 H -2.09 -4.33 2.56
73 H -0.48 -3.44 0.93
74 H 4.23 -0.46 1.63
75 H 5.03 1.60 2.71
76 H 3.42 3.32 3.46
77 H 1.00 2.99 3.07
78 H 0.20 0.97 1.93
79 C 1.33 3.58 -0.53
80 C 1.18 2.31 -1.33
81 O 1.81 2.17 -2.38
82 O 0.39 1.41 -0.83
83 H 1.39 4.43 -1.21
84 H 2.27 3.53 0.03
85 H 0.51 3.71 0.17

The relative energies come out as w 0.371; x 0.000, with values in eV.

w.
The following is a DFT calculation (ωB97M-V with the def2-TZVPD basis set) of a cluster of 2 separate species, C2H5FIN in total.

Its multiplicity is 1. The charge is 0. The HOMO energy (spin up / spin down) comes out at -10.0 / -9.9 eV. As for the HOMO-LUMO gap (spin up / spin down): 6.94 / 6.86 eV.

Geometry (Å):
1 C -0.88 -0.88 0.20
2 C -0.29 0.48 -0.23
3 N 0.99 0.33 -0.73
4 F 1.74 2.24 0.40
5 I 2.56 -0.65 0.04
6 H -0.68 -1.61 -0.46
7 H -0.30 -1.07 1.10
8 H -1.86 -0.91 0.42
9 H -0.68 0.76 -1.21
10 H -0.60 1.32 0.45

x.
The following is a DFT calculation (ωB97M-V with the def2-TZVPD basis set) of a cluster of 2 separate species, C2H5FIN in total.

Its multiplicity is 1. The charge is 0. The HOMO energy comes out at -8.6 eV. As for the HOMO-LUMO gap: 8.69 eV.

Geometry (Å):
1 C -0.62 -0.08 0.48
2 C 0.63 0.71 -1.57
3 N -0.33 0.05 -0.97
4 F 0.75 0.42 -2.84
5 I 0.63 2.92 -1.30
6 H -1.33 0.72 0.79
7 H -1.21 -1.01 0.45
8 H 0.26 -0.09 1.18
9 H 2.17 0.47 -0.88
10 H -1.17 -0.26 -1.49

y.
The following is a DFT calculation (ωB97M-V with the def2-TZVPD basis set) of a cluster of 2 separate species, C2H5FIN in total.

Its multiplicity is 1. The charge is 0. The HOMO energy (spin up / spin down) comes out at -8.1 / -8.1 eV. As for the HOMO-LUMO gap (spin up / spin down): 7.91 / 7.92 eV.

Geometry (Å):
1 C 0.83 -0.97 -0.31
2 C -0.75 0.81 0.24
3 N 0.39 0.39 -0.34
4 F -1.07 2.06 -0.12
5 I -2.46 -0.48 0.17
6 H 0.10 -1.62 -0.81
7 H 1.78 -1.06 -0.83
8 H 0.95 -1.31 0.72
9 H -0.64 1.12 2.18
10 H 0.89 1.07 -0.90

The relative energies come out as w 3.072; x 0.000; y 0.505, with values in eV.

w.
The following is a DFT calculation (ωB97M-V with the def2-TZVPD basis set) of a cluster of 2 separate species, C3H13N4 in total.

Its multiplicity is 1. The charge is +1. The HOMO energy comes out at -13.1 eV. As for the HOMO-LUMO gap: 9.90 eV.

Geometry (Å):
1 N 0.92 -2.68 -0.83
2 C 1.14 -1.32 -0.80
3 N 0.56 -0.59 -1.80
4 N 1.76 -0.73 0.19
5 H 1.09 -3.11 0.09
6 H 0.07 -2.95 -1.31
7 H -0.46 -0.63 -2.01
8 H 0.95 0.33 -1.94
9 H 2.29 -1.46 0.73
10 C -2.37 2.25 1.01
11 C -1.44 1.13 1.24
12 N -0.06 1.44 0.73
13 H -3.24 2.11 1.67
14 H -1.88 3.19 1.32
15 H -2.73 2.38 -0.05
16 H -1.41 0.83 2.31
17 H -1.74 0.21 0.73
18 H -0.10 1.81 -0.26
19 H 0.62 0.61 0.68
20 H 0.35 2.09 1.37

x.
The following is a DFT calculation (ωB97M-V with the def2-TZVPD basis set) of a cluster of 2 separate species, C3H13N4 in total.

Its multiplicity is 1. The charge is +1. The HOMO energy comes out at -12.5 eV. As for the HOMO-LUMO gap: 9.75 eV.

Geometry (Å):
1 N 1.35 -2.92 1.14
2 C 0.63 -1.67 1.23
3 N -0.67 -1.54 0.54
4 H 0.81 -3.68 1.54
5 H 1.52 -3.18 0.17
6 H 0.44 -1.47 2.28
7 H 1.30 -0.88 0.90
8 H -0.60 -1.82 -0.44
9 H -1.31 -2.22 0.94
10 C 0.28 2.20 -1.04
11 C -0.89 1.57 -0.86
12 N -1.21 1.06 0.47
13 N 0.75 2.73 -2.21
14 H 0.90 2.40 -0.17
15 H -1.65 1.43 -1.61
16 H -1.15 -0.08 0.52
17 H -0.52 1.42 1.13
18 H -2.12 1.38 0.81
19 H 0.40 2.36 -3.08
20 H 1.74 2.92 -2.26

The relative energies come out as w 0.000; x 0.627, with values in eV.

w.
The following is a DFT calculation (ωB97M-V with the def2-TZVPD basis set) of a cluster of 2 separate species, C3H13N4 in total.

Its multiplicity is 1. The charge is +1. The HOMO energy comes out at -13.8 eV. As for the HOMO-LUMO gap: 11.13 eV.

Geometry (Å):
1 C -1.50 -1.23 1.06
2 C -0.16 0.77 1.25
3 C -1.56 0.43 -0.71
4 N 3.41 -0.02 -2.08
5 N 1.37 -0.53 -1.31
6 N 2.46 0.01 -1.22
7 N -0.74 -0.20 0.34
8 H -1.70 -1.98 0.35
9 H -0.81 -1.71 1.78
10 H -2.41 -0.89 1.52
11 H 0.17 1.73 0.78
12 H -0.87 1.11 1.97
13 H 0.84 0.44 1.64
14 H -1.34 0.07 -1.80
15 H -2.59 0.34 -0.58
16 H 3.54 -0.82 -2.77
17 H 4.25 0.29 -1.57
18 H -1.39 1.50 -1.02
19 H 1.11 -1.08 -2.09
20 H 0.14 -0.59 -0.25

x.
The following is a DFT calculation (ωB97M-V with the def2-TZVPD basis set) of a cluster of 2 separate species, C3H13N4 in total.

Its multiplicity is 1. The charge is +1. The HOMO energy comes out at -10.8 eV. As for the HOMO-LUMO gap: 7.57 eV.

Geometry (Å):
1 C -0.25 -0.09 1.89
2 C -0.70 0.98 -1.03
3 C 0.63 -0.10 0.62
4 N -2.04 0.79 -0.76
5 N 0.03 0.23 -1.95
6 N 1.89 0.42 0.72
7 N 0.75 -1.28 -0.15
8 H -0.53 0.89 2.11
9 H -1.19 -0.52 1.67
10 H 0.31 -0.46 2.81
11 H -0.35 2.01 -0.71
12 H -2.42 1.32 -0.02
13 H -2.51 -0.08 -0.90
14 H -0.50 -0.11 -2.76
15 H 0.96 0.46 -2.47
16 H 2.22 0.88 1.52
17 H 2.29 0.80 -0.17
18 H 0.41 -0.72 -1.42
19 H 1.46 -1.99 -0.25
20 H -0.01 -2.00 0.00

The relative energies come out as w 0.000; x 0.548, with values in eV.

w.
The following is a DFT calculation (ωB97M-V with the def2-TZVPD basis set) of the molecule CH5PS2.

The SMILES is C[PH]#[SH]=S. Its multiplicity is 1. The charge is 0. The HOMO energy comes out at -8.1 eV. As for the HOMO-LUMO gap: 7.30 eV.

Geometry (Å):
1 C 1.59 -0.01 -0.09
2 P 0.06 -1.08 -0.02
3 S -1.64 0.67 0.18
4 S -3.53 0.40 -0.15
5 H 1.40 0.93 -0.46
6 H 2.32 -0.57 -0.47
7 H 1.87 0.22 0.93
8 H -0.43 -0.95 -1.37
9 H -1.64 0.39 1.45

x.
The following is a DFT calculation (ωB97M-V with the def2-TZVPD basis set) of the molecule CH5PS2.

The SMILES is C[P@@H](=S)S. Its multiplicity is 1. The charge is 0. The HOMO energy comes out at -8.6 eV. As for the HOMO-LUMO gap: 9.13 eV.

Geometry (Å):
1 C 0.79 0.18 -0.54
2 P -0.50 -0.87 0.24
3 S 0.20 -2.29 1.45
4 S -1.48 0.56 1.52
5 H 0.53 1.18 -0.16
6 H 1.64 -0.17 0.01
7 H 0.93 0.11 -1.58
8 H -1.35 -1.37 -0.74
9 H -0.41 0.30 2.39

The relative energies come out as w 2.290; x 0.000, with values in eV.